Molecular formula: C3H10N2O2
Method: DFT, ωB97M-V/def2-TZVPD

```
17
Properties=species:S:1:pos:R:3:forces:R:3
C 1.923 0.470 -0.107 0.514 -0.673 -0.214
N 0.865 -0.540 -0.212 0.315 0.385 0.636
C 0.502 -1.036 1.111 -0.110 -0.308 0.308
O -0.315 -2.158 1.011 -0.092 -0.180 -0.279
H 1.609 1.294 0.531 -0.116 0.110 -0.136
H 2.190 0.812 -1.108 -0.152 0.281 0.068
H 2.849 0.053 0.318 -0.096 0.104 0.131
H 1.209 -1.342 -0.714 0.125 -0.184 -0.357
H 1.358 -1.387 1.702 0.213 0.194 -0.144
H 0.025 -0.233 1.678 -0.099 0.217 -0.090
H -1.080 -1.911 0.475 -0.287 0.209 0.095
N -1.288 1.218 -1.100 1.157 0.184 -0.061
C -2.420 0.734 -0.564 -0.181 0.296 0.121
O -2.550 -0.333 -0.002 0.154 -0.290 -0.007
H -1.232 2.175 -1.397 -0.403 0.079 -0.066
H -0.374 0.757 -0.946 -0.882 -0.383 0.042
H -3.270 1.428 -0.675 -0.058 -0.039 -0.048
```
Positions in Å, forces in eV/Å.

Values from the calculation:
* molecular weight: 106.12 g mol⁻¹
* orbital gap: 10.36 eV
* energy: -10348.405 eV
* relative energy (zero: lowest compared OMol25 entry of this formula, charge and spin): 25.0 kcal per mole


Molecular formula: C3H10N2O2
Method: DFT, ωB97M-V/def2-TZVPD

```
17
Properties=species:S:1:pos:R:3:forces:R:3
C -1.618 -0.932 0.190 -0.077 -0.456 -0.007
C -1.484 0.382 0.020 0.042 0.408 0.034
N -1.137 0.977 -1.192 -0.151 -0.076 -0.058
N -1.788 1.308 1.016 0.045 0.039 -0.011
H -1.475 -1.620 -0.624 0.070 -0.096 -0.229
H -1.974 -1.345 1.115 -0.098 0.001 0.215
H -0.485 1.741 -1.104 0.088 -0.003 -0.040
H -0.855 0.316 -1.900 0.023 0.111 0.098
H -1.209 2.135 1.017 -0.045 -0.064 0.052
H -1.876 0.898 1.933 0.100 0.077 -0.059
O 2.314 -1.638 0.350 0.213 -0.202 0.253
C 1.919 -0.592 -0.476 -0.084 -0.096 -0.523
O 1.789 0.622 0.208 -0.206 0.315 0.102
H 1.631 -1.779 1.015 -0.115 0.019 -0.061
H 2.681 -0.530 -1.264 -0.096 -0.020 0.147
H 0.936 -0.783 -0.918 0.143 0.069 0.073
H 2.631 0.840 0.615 0.147 -0.027 0.012
```
Positions in Å, forces in eV/Å.

Values from the calculation:
* molecular weight: 106.12 g mol⁻¹
* orbital gap: 8.56 eV
* energy: -10347.770 eV
* relative energy (zero: lowest compared OMol25 entry of this formula, charge and spin): 39.6 kcal per mole


Molecular formula: C3H10N2O2
Method: DFT, ωB97M-V/def2-TZVPD

```
17
Properties=species:S:1:pos:R:3:forces:R:3
C -0.983 -0.648 -0.199 0.158 -0.275 -0.349
C -0.130 0.311 0.471 0.757 0.058 0.051
C -0.388 1.780 0.159 -0.110 -0.143 0.102
N 0.939 -0.936 -1.324 -0.123 0.242 -0.425
N 0.052 -0.063 1.874 -0.080 0.104 -0.047
O 1.636 -1.306 -2.527 -0.286 -0.308 0.032
O -1.348 -1.751 0.455 0.329 0.276 -0.263
H 1.598 -0.516 -3.079 -0.098 -0.039 0.204
H -0.849 -1.709 1.306 -0.085 0.091 -0.048
H 1.034 -1.805 -0.788 0.201 0.094 0.093
H -1.579 -0.413 -1.068 -0.004 -0.039 0.067
H 0.899 0.058 -0.166 -0.589 -0.036 0.619
H 1.012 0.062 2.171 -0.094 -0.011 -0.014
H -0.545 0.480 2.490 0.052 -0.017 0.000
H -1.277 2.149 0.677 0.004 0.041 -0.026
H 0.466 2.389 0.461 -0.043 -0.027 -0.006
H -0.538 1.918 -0.914 0.011 -0.012 0.010
```
Positions in Å, forces in eV/Å.

Values from the calculation:
* molecular weight: 106.12 g mol⁻¹
* orbital gap (alpha / beta): 8.05 / 8.06 eV
* energy: -10343.684 eV
* relative energy (zero: lowest compared OMol25 entry of this formula, charge and spin): 133.8 kcal per mole


Molecular formula: C3H10N2O2
Method: DFT, ωB97M-V/def2-TZVPD

```
17
Properties=species:S:1:pos:R:3:forces:R:3
N 0.304 -1.359 -0.502 -2.422 4.066 -2.481
C -0.385 -0.119 -1.035 1.965 -3.524 1.241
C 0.061 1.167 -0.358 -1.017 2.607 -1.929
C -1.871 -0.102 -0.863 -2.563 -1.229 2.008
N -2.496 0.714 -1.758 -0.133 -2.582 0.826
O -2.394 -0.792 0.077 1.441 1.286 -2.191
H 1.320 -1.286 -0.445 1.798 0.394 -0.206
H 1.428 0.085 4.452 0.004 0.268 -0.295
H -0.108 -0.170 -2.046 0.530 0.738 -1.727
H -0.162 1.066 0.691 0.471 0.159 0.394
H -0.637 2.019 -0.812 1.764 -1.657 1.015
H 1.112 1.272 -0.694 -0.723 0.312 0.930
H -3.387 0.138 -1.866 0.699 1.300 -0.146
H 1.433 -0.418 4.982 -0.003 -0.269 0.289
H -0.205 -1.699 0.242 -1.140 -1.119 2.377
H 3.413 -0.435 -0.076 2.677 -1.603 -0.282
O 2.574 -0.080 0.009 -3.348 0.852 0.176
```
Positions in Å, forces in eV/Å.

Values from the calculation:
* molecular weight: 106.12 g mol⁻¹
* orbital gap: 3.93 eV
* energy: -10339.578 eV
* relative energy (zero: lowest compared OMol25 entry of this formula, charge and spin): 228.5 kcal per mole


Molecular formula: C3H10N2O2S
Method: DFT, ωB97M-V/def2-TZVPD

```
18
Properties=species:S:1:pos:R:3:forces:R:3
N 2.623 0.339 2.962 0.013 -0.046 0.069
C 1.869 -0.031 1.893 -0.181 0.387 0.015
O 2.291 -0.078 0.758 0.051 -0.150 -0.227
O 0.594 -0.254 2.234 0.304 0.044 0.265
H 2.280 0.197 3.890 -0.086 -0.001 0.120
H 3.606 0.450 2.814 0.121 -0.039 -0.030
H 0.104 -0.509 1.412 -0.175 -0.341 -0.125
N -0.928 -0.982 0.069 0.046 0.323 -0.203
C -0.580 0.036 -0.939 -0.189 -0.514 -0.193
C -1.558 0.090 -2.105 0.240 0.034 -0.280
S -1.016 1.377 -3.285 0.039 -0.004 0.039
H -0.905 -1.907 -0.338 0.156 -0.143 -0.003
H -1.877 -0.841 0.386 -0.205 0.061 0.092
H -0.548 1.004 -0.452 0.167 0.146 0.059
H 0.415 -0.208 -1.323 -0.021 0.221 0.235
H -2.565 0.322 -1.779 -0.146 0.050 0.134
H -1.576 -0.865 -2.632 -0.053 -0.055 0.076
H -2.228 1.860 -3.565 -0.079 0.028 -0.043
```
Positions in Å, forces in eV/Å.

Values from the calculation:
* molecular weight: 138.19 g mol⁻¹
* orbital gap: 9.93 eV
* energy: -21184.762 eV
* relative energy (zero: lowest compared OMol25 entry of this formula, charge and spin): 0.0 kcal per mole


Molecular formula: C3H10N2O2Si
Method: DFT, ωB97M-V/def2-TZVPD

```
18
Properties=species:S:1:pos:R:3:forces:R:3
C -2.521 -0.450 -0.166 -0.387 1.237 4.029
C 0.948 -0.703 -0.737 0.712 2.719 2.183
C 0.324 0.485 0.112 0.573 -2.576 -1.066
N 0.105 -1.871 -0.605 1.248 -1.440 0.269
N 0.274 -0.210 1.481 3.828 -0.733 -1.491
O -2.469 -0.234 0.992 0.038 -0.369 -1.175
O -2.806 -0.708 -1.236 -0.051 -0.516 -2.505
Si 0.723 2.227 -0.281 -1.171 -0.488 2.111
H 1.043 -0.271 -1.706 0.383 -0.182 -1.147
H 2.002 -0.842 -0.241 -1.531 -0.646 -1.286
H -0.876 -1.712 -0.797 0.537 -0.131 -0.625
H 0.510 -2.706 -1.075 -0.833 0.898 0.495
H 1.083 0.061 2.094 -0.884 -0.648 -0.490
H -0.547 0.082 1.873 -2.716 0.408 1.665
H 0.284 -1.288 1.196 -0.391 2.120 0.736
H 2.044 2.920 -0.001 -0.145 -0.232 -0.550
H 0.083 2.261 -1.584 0.416 0.503 -0.783
H -0.204 2.960 0.681 0.372 0.077 -0.371
```
Positions in Å, forces in eV/Å.

Values from the calculation:
* molecular weight: 134.21 g mol⁻¹
* orbital gap: 7.25 eV
* energy: -18222.970 eV
* relative energy (zero: lowest compared OMol25 entry of this formula, charge and spin): 93.8 kcal per mole


Molecular formula: C3H10N2O3
Method: DFT, ωB97M-V/def2-TZVPD

```
18
Properties=species:S:1:pos:R:3:forces:R:3
N -1.381 1.846 0.033 4.880 -4.755 -1.958
C -0.564 0.917 -0.393 1.053 -1.115 -4.451
O -0.498 0.884 -1.660 0.558 -0.935 1.984
C 0.221 -0.117 0.550 -4.022 4.135 0.414
N 0.187 0.676 1.809 -0.899 -0.360 -2.021
C -0.497 -1.429 0.340 1.546 -2.537 5.532
O 0.474 -2.521 0.536 -0.348 0.106 -1.345
H -1.949 2.291 -0.479 -4.639 3.660 -6.132
H -1.548 2.070 0.851 -1.038 1.956 10.457
H 1.183 -0.046 0.265 3.232 -0.655 -1.677
H 0.857 0.594 2.494 2.437 -0.764 1.145
H -0.622 0.398 2.248 -2.491 -0.392 1.520
H -0.948 -1.491 -0.591 -1.092 -0.050 -1.561
H -1.168 -1.725 1.304 0.631 1.467 -2.556
H 0.603 -2.973 -0.322 0.050 0.463 0.655
O 1.911 -0.191 -2.260 0.377 -1.114 0.153
H 1.162 0.385 -2.266 -1.846 0.287 0.203
H 2.578 0.433 -2.460 1.610 0.602 -0.364
```
Positions in Å, forces in eV/Å.

Values from the calculation:
* molecular weight: 122.12 g mol⁻¹
* orbital gap: 10.23 eV
* energy: -12393.443 eV
* relative energy (zero: lowest compared OMol25 entry of this formula, charge and spin): 75.9 kcal per mole


Molecular formula: C3H10N2O3
Method: DFT, ωB97M-V/def2-TZVPD

```
18
Properties=species:S:1:pos:R:3:forces:R:3
C 1.635 -1.796 -0.708 1.856 -2.134 2.076
C 2.841 -1.933 0.145 -1.351 0.348 -4.443
N 2.545 -1.349 1.316 -1.884 -0.790 -0.511
C 1.177 -1.145 1.274 -1.461 3.076 1.652
N 0.593 -1.337 0.082 2.253 -0.275 1.330
H 1.429 -2.375 -1.654 0.472 1.192 1.060
H 3.827 -2.258 -0.209 -0.506 0.240 0.605
H 3.162 -1.195 2.093 -0.153 -0.065 0.083
H 0.691 -0.532 2.147 0.760 -1.561 -1.880
O -1.523 0.350 2.241 -0.004 4.735 0.362
H -1.769 -0.433 1.852 -0.931 -2.816 -1.596
H -1.826 1.117 1.600 1.017 -2.399 1.562
O -1.419 2.306 0.473 1.717 1.142 -1.042
H -1.212 2.203 -0.475 -0.771 -0.378 0.304
H -0.526 2.633 0.738 -1.013 -0.340 0.444
O -3.035 1.604 -3.608 0.086 -1.877 -0.123
H -2.653 2.432 -3.410 0.239 1.501 0.174
H -3.937 1.709 -3.895 -0.323 0.403 -0.056
```
Positions in Å, forces in eV/Å.

Values from the calculation:
* molecular weight: 122.12 g mol⁻¹
* orbital gap: 8.81 eV
* energy: -12394.571 eV
* relative energy (zero: lowest compared OMol25 entry of this formula, charge and spin): 49.9 kcal per mole


Molecular formula: C3H10N2O3
Method: DFT, ωB97M-V/def2-TZVPD

```
18
Properties=species:S:1:pos:R:3:forces:R:3
C 2.572 0.126 -0.231 -0.464 -0.533 -0.256
C 1.541 -0.773 -0.030 2.110 0.852 -0.297
N 0.550 -0.036 0.526 -1.205 -0.089 0.687
C 1.000 1.245 0.649 0.298 -0.072 -0.986
N 2.220 1.373 0.178 -0.121 0.273 -0.041
H 3.487 -0.097 -0.756 0.180 0.140 0.276
H 1.715 -1.812 -0.217 -1.085 -0.477 0.179
H -0.348 -0.348 0.900 0.309 -0.059 -0.237
H 0.348 2.086 0.796 -0.138 -0.022 0.661
O -1.532 -1.252 2.470 0.495 -0.937 -0.159
H -0.754 -1.790 2.719 -0.411 0.530 0.037
H -2.128 -1.934 2.119 -0.033 0.422 0.057
O -2.639 0.805 -0.372 0.420 0.448 0.162
H -2.717 1.352 0.421 -0.271 -0.278 0.077
H -1.972 1.306 -0.859 -0.112 -0.085 -0.195
O -0.576 -0.300 -3.050 -0.144 -0.119 -0.265
H -1.085 0.004 -2.294 0.221 -0.073 0.045
H 0.317 0.046 -2.968 -0.050 0.077 0.257
```
Positions in Å, forces in eV/Å.

Values from the calculation:
* molecular weight: 122.12 g mol⁻¹
* orbital gap: 9.16 eV
* energy: -12395.535 eV
* relative energy (zero: lowest compared OMol25 entry of this formula, charge and spin): 27.7 kcal per mole


Molecular formula: C3H10N2O3
Method: DFT, ωB97M-V/def2-TZVPD

```
18
Properties=species:S:1:pos:R:3:forces:R:3
N -0.202 -1.757 -0.981 -0.194 -0.189 -0.370
C -0.017 -0.534 -0.444 0.664 -0.197 0.160
O 0.650 0.332 -0.986 -0.293 0.091 -0.118
C -0.631 -0.358 0.955 -0.462 0.134 -0.628
N -0.056 -1.337 1.845 0.263 -0.335 0.220
C -0.472 1.085 1.373 0.998 0.443 0.086
O -1.010 1.380 2.649 -0.133 -0.105 -0.096
H 0.273 -2.005 -1.833 0.041 0.187 -0.043
H -0.671 -2.496 -0.491 0.064 0.088 0.254
H -1.699 -0.576 0.803 0.051 -0.027 0.288
H 0.796 -0.964 2.249 0.010 -0.125 0.012
H -0.655 -1.617 2.607 -0.134 0.212 -0.002
H -0.792 1.740 0.569 -0.711 0.189 -0.018
H 0.593 1.348 1.432 -0.101 -0.362 0.176
H -1.893 1.005 2.720 -0.070 0.089 -0.062
O 1.667 0.965 -3.952 -0.174 0.238 0.038
H 1.645 1.872 -4.279 0.045 -0.140 -0.015
H 1.178 1.004 -3.119 0.134 -0.190 0.120
```
Positions in Å, forces in eV/Å.

Values from the calculation:
* molecular weight: 122.12 g mol⁻¹
* orbital gap: 10.13 eV
* energy: -12396.205 eV
* relative energy (zero: lowest compared OMol25 entry of this formula, charge and spin): 12.2 kcal per mole


Question: Which value of energy does entry 1 give?
Answer: -10348.405 eV


Question: Which formula does entry 10 have?
Answer: C3H10N2O3


Question: Number 4 is which compound?
Answer: C3H10N2O2


Question: relative energy (zero: lowest compared OMol25 entry of this formula, charge and spin) of number 6 (C3H10N2O2Si)?
Answer: 93.8 kcal per mole